A cluster of 6 separate species, C28H53Cl10N2O4 in total, computed with ωB97M-V with the def2-TZVPD basis set.

Last column: Löwdin spin population.
CARTESIAN COORDINATES (ANGSTROEM)
C: 0.748 4.445 -5.055  0.00
C: 1.052 3.530 -3.767  0.00
O: 1.262 4.126 -2.700  0.00
O: 1.016 2.134 -3.936  0.00
C: 2.138 1.478 -3.300  0.00
C: 1.730 -0.067 -3.052  0.00
C: 2.521 -0.688 -1.810  0.00
C: 1.940 -0.076 -0.464  0.00
C: 1.043 -1.049 0.451  0.00
N: 1.960 -1.563 1.514  0.00
C: 1.326 -2.480 2.493  0.00
C: 3.107 -2.318 0.982  0.00
C: 4.555 -1.654 1.172  0.00
O: 3.068 -3.435 0.438  0.00
C: 0.220 -2.167 -0.333  0.00
C: -1.366 -2.199 -0.041  0.03
C: -1.958 -3.225 -1.150  0.00
C: -1.778 -2.814 1.366  0.02
N: -1.952 -0.875 -0.373  0.34
O: -3.249 -0.974 -0.199  0.55
C: -1.333 0.271 0.352  0.03
C: -2.431 0.754 1.453  0.01
C: -1.254 1.497 -0.696  0.01
C: -0.001 -0.016 1.163  0.00
H: -0.226 5.005 -4.829  0.00
H: 0.538 3.796 -5.966  0.00
H: 1.566 5.206 -5.228  0.00
H: 2.442 1.960 -2.302  0.00
H: 3.078 1.553 -3.956  0.00
H: 0.600 -0.077 -2.941  0.00
H: 2.028 -0.616 -4.002  0.00
H: 2.489 -1.835 -1.812  0.00
H: 3.620 -0.410 -1.936  0.00
H: 1.404 0.902 -0.737  0.00
H: 2.836 0.266 0.170  0.00
H: 0.597 -1.998 3.212  0.00
H: 0.816 -3.395 2.059  0.00
H: 2.178 -2.886 3.152  0.00
H: 4.695 -0.708 0.564  0.00
H: 4.791 -1.475 2.279  0.00
H: 5.336 -2.419 0.823  0.00
H: 0.284 -2.103 -1.477  0.00
H: 0.584 -3.228 -0.090  0.00
H: -1.748 -2.774 -2.184  0.00
H: -1.417 -4.223 -1.110  0.00
H: -3.070 -3.405 -1.003  0.00
H: -1.207 -3.805 1.470  0.00
H: -1.510 -2.184 2.268  0.00
H: -2.882 -3.119 1.335  0.00
H: -2.734 -0.076 2.162  0.00
H: -3.297 1.314 0.983  0.00
H: -1.871 1.532 2.092  0.00
H: -2.280 1.988 -0.855  0.00
H: -0.415 2.229 -0.476  0.00
H: -0.987 1.012 -1.706  0.00
H: 0.553 0.986 1.257  0.00
H: -0.282 -0.313 2.216  0.00
Cl: 2.987 0.655 3.935  0.00
C: 3.244 0.270 5.655  0.00
C: 3.035 -1.201 5.947  0.00
Cl: 1.328 -1.683 5.781  0.00
H: 2.576 0.897 6.246  0.00
H: 4.273 0.551 5.891  0.00
H: 3.326 -1.419 6.976  0.00
H: 3.629 -1.830 5.286  0.00
Cl: -2.607 -4.352 -5.019  0.00
C: -4.206 -4.668 -4.302  0.00
C: -5.060 -3.418 -4.233  0.00
Cl: -4.429 -2.239 -3.059  0.00
H: -4.054 -5.104 -3.314  0.00
H: -4.693 -5.414 -4.932  0.00
H: -6.070 -3.678 -3.910  0.00
H: -5.129 -2.926 -5.204  0.00
Cl: -3.018 3.468 -2.773  0.00
C: -3.266 5.083 -3.480  0.00
C: -3.885 5.015 -4.861  0.00
Cl: -2.770 4.327 -6.069  0.00
H: -2.304 5.597 -3.495  0.00
H: -3.930 5.625 -2.804  0.00
H: -4.138 6.020 -5.203  0.00
H: -4.796 4.415 -4.862  0.00
Cl: 6.322 -2.011 5.357  0.00
C: 6.949 -3.540 6.023  0.00
C: 6.028 -4.708 5.735  0.00
Cl: 4.495 -4.590 6.633  0.00
H: 7.104 -3.405 7.094  0.00
H: 7.921 -3.712 5.558  0.00
H: 6.505 -5.639 6.044  0.00
H: 5.793 -4.780 4.672  0.00
Cl: -3.298 4.928 0.566  0.00
C: -4.480 5.978 1.384  0.00
C: -5.675 6.287 0.505  0.00
Cl: -5.245 7.332 -0.873  0.00
H: -3.967 6.888 1.697  0.00
H: -4.809 5.447 2.279  0.00
H: -6.431 6.821 1.082  0.00
H: -6.128 5.376 0.110  0.00

As for the expectation value of S²: 0.75. The calculation puts the gap between HOMO and LUMO (alpha / beta) at 8.86 / 9.28 eV. The multiplicity is 2. The HOMO energy (alpha / beta) comes out at -0.30656 / -0.32599 hartree.


A structure of composition C28H53GaNO4PS2, computed with ωB97M-V with the def2-TZVPD basis set.

Last column: Löwdin charge in e.
CARTESIAN COORDINATES (ANGSTROEM)
C: -0.636 6.435 -1.067  -0.01
C: 0.805 6.242 -1.483  -0.34
C: 1.466 5.163 -0.620  -0.13
O: 0.614 4.087 -0.273  -0.04
C: 0.882 2.899 -0.886  -0.53
O: 1.973 2.382 -0.788  0.08
C: -0.230 2.262 -1.682  -0.50
S: -1.915 2.818 -1.238  0.46
Ga: -2.988 3.519 -3.201  0.17
C: -4.396 4.852 -2.525  -0.39
C: -4.236 6.181 -2.849  -0.15
C: -5.128 7.124 -2.392  -0.09
C: -6.153 6.647 -1.610  -0.12
C: -6.244 5.310 -1.373  -0.20
N: -5.412 4.357 -1.793  0.05
O: 0.960 5.820 -2.842  0.04
C: 0.760 6.801 -3.762  -0.54
O: 0.236 6.552 -4.825  0.08
C: 1.261 8.210 -3.477  -0.46
S: 1.649 8.967 -5.085  0.75
H: -1.224 5.524 -1.117  0.04
H: -0.625 6.749 -0.023  0.10
H: -1.156 7.216 -1.622  0.08
H: 1.354 7.154 -1.246  0.13
H: 1.829 5.628 0.294  0.13
H: 2.345 4.836 -1.172  0.13
H: -0.158 1.193 -1.514  0.04
H: -0.053 2.489 -2.732  0.08
H: -3.626 2.290 -3.999  -0.12
H: -1.882 4.277 -4.061  -0.08
H: -3.402 6.476 -3.467  0.08
H: -5.014 8.167 -2.639  0.10
H: -6.882 7.318 -1.186  0.09
H: -7.086 4.970 -0.776  0.09
H: 0.471 8.782 -2.998  0.09
H: 2.139 8.193 -2.841  0.07
H: 2.114 10.157 -4.666  -0.15
C: 4.541 -3.039 3.441  -0.10
C: 3.839 -2.371 2.261  -0.25
C: 2.453 -1.831 2.613  -0.22
C: 1.350 -2.890 2.767  -0.26
P: 0.583 -3.521 1.269  1.01
C: 0.105 -2.098 0.275  -0.27
C: -0.666 -0.938 0.916  -0.21
C: -2.159 -1.133 1.195  -0.25
C: -2.959 -1.678 0.018  -0.09
C: -0.946 -4.362 1.689  -0.26
C: -0.979 -5.578 2.630  -0.21
C: -0.611 -6.943 2.040  -0.25
C: -1.188 -7.226 0.658  -0.10
C: 1.659 -4.413 0.135  -0.25
C: 2.241 -5.812 0.384  -0.22
C: 2.978 -6.045 1.712  -0.25
C: 4.498 -6.035 1.559  -0.10
H: 3.960 -3.869 3.850  0.06
H: 5.510 -3.433 3.134  0.07
H: 4.714 -2.320 4.243  0.08
H: 3.782 -3.070 1.423  0.07
H: 4.456 -1.538 1.919  0.12
H: 2.157 -1.102 1.855  0.10
H: 2.523 -1.276 3.550  0.12
H: 0.525 -2.429 3.323  0.11
H: 1.684 -3.709 3.407  0.08
H: -0.416 -2.468 -0.613  0.10
H: 1.048 -1.688 -0.105  0.11
H: -0.573 -0.089 0.237  0.10
H: -0.178 -0.633 1.846  0.11
H: -2.571 -0.160 1.467  0.12
H: -2.313 -1.765 2.077  0.09
H: -2.876 -1.018 -0.847  0.09
H: -4.013 -1.753 0.281  0.08
H: -2.630 -2.679 -0.279  0.05
H: -1.505 -4.556 0.772  0.10
H: -1.522 -3.593 2.211  0.08
H: -2.002 -5.652 3.004  0.12
H: -0.353 -5.385 3.505  0.11
H: -0.964 -7.713 2.730  0.11
H: 0.474 -7.055 2.023  0.07
H: -2.279 -7.225 0.679  0.08
H: -0.859 -8.203 0.305  0.08
H: -0.864 -6.494 -0.085  0.06
H: 2.475 -3.732 -0.124  0.10
H: 1.070 -4.485 -0.788  0.11
H: 2.914 -6.036 -0.446  0.12
H: 1.438 -6.543 0.282  0.08
H: 2.697 -7.024 2.106  0.10
H: 2.676 -5.319 2.468  0.07
H: 4.825 -6.876 0.947  0.08
H: 4.984 -6.125 2.530  0.08
H: 4.851 -5.116 1.086  0.07

The calculation puts the gap between HOMO and LUMO at 5.90 eV. The HOMO energy comes out at -0.23267 hartree.


A structure of composition C28H53O2PSe2Si2Y, computed with ωB97M-V with the def2-TZVPD basis set.

Last column: Löwdin charge in e.
CARTESIAN COORDINATES (ANGSTROEM)
O: -0.597 -1.645 -2.238  -0.32
O: 0.903 1.550 -6.007  -0.17
C: -0.043 -2.945 -2.878  -0.16
C: -0.995 -4.056 -2.514  -0.07
H: 0.916 -3.086 -2.384  0.11
H: 0.114 -2.798 -3.989  0.12
H: -1.060 -4.186 -1.425  0.08
H: -0.543 -4.979 -2.890  0.09
H: -1.984 -3.919 -2.953  0.09
C: -1.584 -0.916 -3.223  -0.14
C: -1.493 -1.236 -4.730  -0.07
H: -1.467 0.163 -3.025  0.10
H: -2.577 -1.236 -2.889  0.09
H: -0.590 -0.758 -5.157  0.08
H: -2.389 -0.820 -5.258  0.11
H: -1.537 -2.318 -4.983  0.08
C: 0.529 2.498 -4.969  -0.28
C: 2.275 1.180 -5.849  -0.30
C: -0.933 2.892 -5.150  -0.08
H: 1.164 3.421 -5.025  0.13
H: 0.668 2.072 -3.942  0.10
H: -1.177 3.118 -6.192  0.08
H: -1.167 3.792 -4.548  0.08
H: -1.592 2.079 -4.785  0.06
C: 2.765 0.586 -7.159  -0.08
H: 2.354 0.410 -5.056  0.11
H: 2.913 2.056 -5.574  0.13
H: 2.214 -0.338 -7.433  0.08
H: 3.820 0.286 -7.064  0.08
H: 2.726 1.298 -7.997  0.08
H: 0.426 -0.945 -1.686  -0.01
Y: -0.432 -0.199 0.530  0.92
C: 1.518 -0.490 -1.249  -0.29
Si: 3.019 0.543 -0.515  0.45
H: 1.889 -1.566 -1.130  0.05
H: 1.702 -0.085 -2.320  0.06
C: 4.535 -0.300 -1.267  -0.19
C: 3.353 0.642 1.349  -0.22
C: 2.895 2.288 -1.171  -0.18
C: -1.971 -1.775 0.273  -0.39
Si: -3.368 -0.521 0.233  0.36
H: -1.981 -2.348 1.206  -0.01
H: -1.976 -2.444 -0.594  -0.02
C: -4.717 -1.065 -0.906  -0.17
C: -2.686 1.165 -0.412  -0.21
C: -4.089 -0.269 1.933  -0.19
H: 2.280 2.316 -2.080  0.01
H: 3.879 2.718 -1.421  0.05
H: 2.427 2.950 -0.430  0.03
H: 4.537 -1.385 -1.081  0.03
H: 5.481 0.088 -0.846  0.04
H: 4.582 -0.178 -2.363  0.03
H: 3.302 -0.345 1.839  -0.02
H: 2.651 1.302 1.878  0.01
H: 4.367 1.051 1.521  0.05
H: -2.621 1.117 -1.506  0.02
H: -1.770 1.643 0.008  -0.05
H: -3.496 1.855 -0.148  0.06
H: -5.044 0.277 1.849  0.04
H: -3.424 0.300 2.604  -0.01
H: -4.298 -1.240 2.413  0.04
H: -5.650 -0.520 -0.670  0.05
H: -4.943 -2.140 -0.801  0.05
H: -4.486 -0.888 -1.969  0.02
Se: -0.813 1.697 2.594  0.33
P: 0.042 0.179 3.950  0.26
Se: 0.832 -1.486 2.734  0.33
C: 1.339 1.024 4.994  -0.40
C: 2.190 0.209 5.758  -0.09
C: 3.086 0.813 6.651  -0.06
C: 3.128 2.207 6.763  -0.07
C: 2.306 3.001 5.982  -0.08
C: 1.415 2.426 5.083  -0.11
C: -1.109 -0.504 5.182  -0.39
C: -1.946 -1.582 4.808  -0.12
C: -2.820 -2.154 5.723  -0.07
C: -2.891 -1.668 7.048  -0.05
C: -2.076 -0.572 7.416  -0.06
C: -1.214 0.012 6.488  -0.07
H: 2.125 -0.889 5.642  0.11
H: 3.707 0.173 7.256  0.11
H: 3.795 2.652 7.486  0.11
H: 2.313 4.085 6.063  0.11
H: 0.748 3.032 4.453  0.06
H: -1.873 -1.973 3.784  0.07
H: -3.479 -2.985 5.407  0.12
H: -3.575 -2.108 7.747  0.10
H: -2.144 -0.180 8.436  0.11
H: -0.614 0.875 6.763  0.11

The total charge is +1. The calculation puts the gap between HOMO and LUMO at 8.41 eV. The HOMO energy comes out at -0.39652 hartree.


A cluster of 9 separate species, C28H54Br6N6O2 in total, computed with ωB97M-V with the def2-TZVPD basis set.

Last column: Löwdin charge in e.
CARTESIAN COORDINATES (ANGSTROEM)
C: -1.516 -5.205 6.098  -0.07
N: -1.069 -3.845 5.989  -0.19
C: -0.812 -3.453 4.591  -0.04
C: -0.749 -3.019 6.986  -0.34
O: -0.580 -1.807 6.865  0.00
H: -1.784 -5.392 7.138  0.08
H: -0.611 -5.795 5.950  0.09
H: -2.350 -5.667 5.570  0.10
H: -0.548 -2.397 4.531  0.08
H: -0.149 -4.106 4.023  0.09
H: -1.715 -3.463 3.981  0.08
H: -0.953 -3.557 7.925  0.13
C: 6.771 2.951 -0.514  -0.03
N: 8.059 3.271 -1.230  -0.18
C: 7.952 3.531 -2.665  -0.05
C: 9.218 3.260 -0.522  -0.34
O: 10.349 3.603 -0.903  -0.01
H: 5.946 3.441 -1.032  0.07
H: 6.877 3.292 0.516  0.08
H: 6.534 1.892 -0.613  0.08
H: 8.803 4.034 -3.126  0.09
H: 7.736 2.592 -3.174  0.09
H: 7.073 4.126 -2.913  0.08
H: 9.007 3.054 0.539  0.13
Br: 2.568 -5.454 -2.813  0.54
C: 1.487 -7.094 -3.220  -0.61
C: 2.459 -8.097 -3.902  -0.65
Br: 2.523 -7.907 -5.915  0.53
H: 0.632 -6.868 -3.857  0.05
H: 1.131 -7.449 -2.253  0.05
H: 2.120 -9.123 -3.756  0.04
H: 3.484 -8.175 -3.539  0.04
Br: 1.637 7.378 -3.788  0.54
C: 1.165 6.061 -2.299  -0.65
C: 2.000 6.344 -1.092  -0.68
Br: 1.292 5.313 0.455  0.58
H: 1.285 5.054 -2.699  0.06
H: 0.095 6.102 -2.097  0.05
H: 2.063 7.401 -0.832  0.05
H: 2.985 5.968 -1.369  0.05
Br: 2.471 0.167 -1.930  0.55
C: 1.048 -0.204 -0.580  -0.69
C: -0.257 0.521 -0.960  -0.58
Br: -1.263 0.577 0.832  0.52
H: 1.433 0.246 0.335  0.02
H: 0.880 -1.278 -0.504  0.06
H: -0.826 -0.021 -1.714  0.06
H: 0.012 1.529 -1.277  0.04
C: -7.931 3.309 -6.514  -0.11
C: -6.596 3.200 -5.707  -0.23
C: -5.617 2.150 -6.329  -0.17
C: -4.265 2.265 -5.792  -0.28
N: -3.217 2.307 -5.397  0.14
H: -8.613 2.464 -6.416  0.07
H: -7.737 3.590 -7.550  0.07
H: -8.460 4.168 -6.104  0.06
H: -6.780 3.031 -4.646  0.11
H: -6.180 4.207 -5.749  0.10
H: -5.554 2.252 -7.413  0.12
H: -5.812 1.146 -5.951  0.12
C: 4.861 1.886 4.848  -0.11
C: 3.874 0.950 5.561  -0.26
C: 3.882 1.144 7.076  -0.18
C: 5.244 0.885 7.739  -0.21
N: 6.235 0.719 8.325  0.11
H: 5.924 1.742 5.040  0.07
H: 4.662 2.919 5.131  0.07
H: 4.569 1.825 3.799  0.07
H: 3.973 -0.042 5.120  0.11
H: 2.873 1.293 5.301  0.10
H: 3.117 0.565 7.593  0.11
H: 3.716 2.185 7.353  0.11
C: -1.574 -2.373 -7.062  -0.09
C: -1.280 -2.660 -5.557  -0.25
C: -2.499 -3.125 -4.769  -0.21
C: -2.207 -3.441 -3.367  -0.21
N: -1.823 -3.714 -2.287  0.13
H: -0.655 -1.970 -7.487  0.07
H: -2.370 -1.643 -7.208  0.07
H: -1.825 -3.269 -7.631  0.07
H: -0.686 -1.893 -5.061  0.11
H: -0.644 -3.544 -5.600  0.10
H: -2.863 -4.003 -5.303  0.12
H: -3.260 -2.346 -4.763  0.12
C: -6.475 -1.127 5.017  -0.11
C: -5.264 -0.294 4.670  -0.28
C: -5.025 0.943 5.493  -0.20
C: -6.056 1.990 5.511  -0.23
N: -6.823 2.848 5.596  0.13
H: -7.449 -0.664 4.857  0.08
H: -6.504 -1.353 6.083  0.07
H: -6.355 -2.111 4.564  0.07
H: -5.229 -0.087 3.601  0.11
H: -4.379 -0.929 4.674  0.11
H: -4.223 1.479 4.985  0.12
H: -4.611 0.794 6.490  0.13

The calculation puts the gap between HOMO and LUMO at 9.33 eV. The HOMO energy comes out at -0.34137 hartree.


A structure of composition C28H54CrOP2, computed with ωB97M-V with the def2-TZVPD basis set.

Last column: Löwdin spin population.
CARTESIAN COORDINATES (ANGSTROEM)
Cr: -1.154 0.036 -2.558  1.07
C: -1.975 1.566 -0.225  0.28
C: -2.644 0.791 -1.259  0.18
C: -2.147 -0.611 0.545  0.28
C: -1.770 0.727 0.904  0.07
C: -2.647 -0.623 -0.774  0.14
C: -1.856 3.031 -0.229  0.04
H: -1.568 3.412 -1.220  0.01
H: -1.110 3.383 0.494  0.00
H: -2.820 3.500 0.031  0.02
C: -1.516 1.149 2.247  0.47
H: -1.216 2.190 2.385  0.02
H: -0.274 0.400 2.954  0.04
H: -2.258 0.803 2.981  0.02
C: -2.256 -1.720 1.510  0.05
H: -3.266 -1.762 1.953  0.02
H: -1.542 -1.599 2.335  0.00
H: -2.071 -2.698 1.046  0.01
C: -3.400 -1.730 -1.413  0.02
H: -4.488 -1.551 -1.421  0.01
H: -3.226 -2.683 -0.899  0.00
H: -3.081 -1.861 -2.458  0.01
C: -3.554 1.341 -2.317  0.02
H: -4.577 1.438 -1.927  0.01
H: -3.595 0.684 -3.199  0.00
H: -3.220 2.327 -2.663  0.00
C: 0.794 0.567 -2.621  -0.02
C: -0.107 1.591 -3.161  0.00
C: -0.364 1.764 -4.650  0.00
C: -1.176 0.611 -5.333  0.00
C: -1.601 -0.494 -4.381  -0.02
C: -0.610 -1.407 -3.780  0.04
C: 0.841 -1.385 -4.242  0.01
C: 1.661 -0.238 -3.580  0.01
H: 0.556 1.969 -5.214  0.00
H: -0.627 0.215 -6.199  0.00
H: -0.940 2.693 -4.767  0.00
H: 2.105 0.417 -4.351  0.00
H: 1.257 0.710 -1.627  0.00
H: -0.163 2.529 -2.585  0.01
H: 2.529 -0.664 -3.051  0.00
H: 1.302 -2.352 -3.989  0.00
H: -0.947 -2.399 -3.403  0.00
H: 0.919 -1.307 -5.338  0.00
H: -2.074 1.048 -5.798  0.00
H: -2.597 -0.928 -4.573  0.00
P: 1.972 1.973 0.839  0.00
C: 1.896 2.908 2.406  0.00
H: 2.867 3.413 2.485  0.00
H: 1.733 2.212 3.237  0.00
H: 1.080 3.638 2.352  0.00
C: 3.621 1.224 1.094  0.00
H: 4.256 2.004 1.533  0.00
H: 4.028 0.876 0.138  0.00
H: 3.513 0.377 1.784  0.00
C: 2.443 3.370 -0.250  0.00
H: 2.703 2.999 -1.249  0.00
H: 3.303 3.872 0.213  0.00
H: 1.598 4.067 -0.334  0.00
P: 1.315 -2.405 -0.164  0.03
C: 0.239 -3.789 -0.730  0.00
H: 0.759 -4.762 -0.782  0.00
H: -0.125 -3.519 -1.737  0.00
H: -0.651 -3.893 -0.093  0.00
C: 2.899 -2.821 -0.983  0.01
H: 2.741 -2.854 -2.073  0.00
H: 3.304 -3.782 -0.641  0.00
H: 3.630 -2.022 -0.794  0.00
C: 1.489 -2.633 1.635  0.00
H: 2.344 -3.265 1.913  0.00
H: 0.564 -3.049 2.059  0.00
H: 1.599 -1.637 2.095  0.00
C: 1.166 0.860 5.452  0.00
C: 0.519 -0.317 4.729  0.00
C: 1.313 -1.590 5.001  0.00
C: -0.915 -0.465 5.217  0.00
O: 0.566 -0.098 3.303  0.11
H: 1.184 0.675 6.534  0.00
H: 0.596 1.779 5.273  0.00
H: 2.197 1.008 5.111  0.00
H: 1.350 -1.802 6.076  0.00
H: 0.851 -2.446 4.496  0.00
H: 2.341 -1.490 4.633  0.00
H: -1.469 0.466 5.048  0.00
H: -1.425 -1.286 4.699  0.00
H: -0.924 -0.679 6.294  0.00

The total charge is +1. As for the expectation value of S²: 3.81. The calculation puts the gap between HOMO and LUMO (alpha / beta) at 6.87 / 4.78 eV. The multiplicity is 4. The HOMO energy (alpha / beta) comes out at -0.36819 / -0.37941 hartree.